Density functional theory data (ωB97M-V/def2-TZVPD) for a molecular structure, C31H53CaN4SbSi2.

Geometry as XYZ:
```
92
Properties=species:S:1:pos:R:3
Ca -0.089 0.101 -0.085
N 1.770 -0.717 1.836
C 0.936 -1.345 2.860
C 0.036 -2.420 2.259
N -0.998 -1.941 1.332
C -2.035 -1.209 2.077
C -3.153 -0.608 1.231
N -2.610 0.314 0.227
C -1.545 -3.086 0.601
C -0.734 -3.435 -0.638
N -0.794 -2.336 -1.602
H 2.510 -1.336 1.526
H 2.216 0.117 2.200
H 0.336 -0.565 3.331
H 1.518 -1.830 3.652
H -0.432 -2.976 3.087
H 0.678 -3.118 1.716
H -1.552 -0.367 2.573
H -2.485 -1.854 2.848
H -3.825 -0.110 1.937
H -3.748 -1.372 0.729
H -2.181 1.114 0.722
H -3.362 0.686 -0.340
H -2.555 -2.851 0.266
H -1.615 -3.969 1.251
H -1.125 -4.381 -1.032
H 0.315 -3.594 -0.385
H -1.742 -2.218 -1.944
H -0.199 -2.532 -2.398
C -2.785 4.239 -2.092
Sb -1.291 2.702 -2.373
C -0.314 3.733 -3.994
C -2.570 1.521 -3.660
H -3.215 4.522 -3.052
H -2.324 5.110 -1.629
H -3.573 3.874 -1.432
H -1.062 4.197 -4.636
H 0.276 3.018 -4.568
H 0.353 4.501 -3.601
H -2.862 2.109 -4.529
H -3.465 1.216 -3.117
H -2.032 0.633 -3.990
C -0.591 4.331 3.800
Si -1.378 2.963 2.735
C -2.125 1.789 4.046
C -2.839 3.798 1.849
C -0.311 2.128 1.488
H -1.335 4.860 4.400
H -0.083 5.064 3.169
H 0.152 3.911 4.484
H -2.503 2.364 4.894
H -1.376 1.095 4.442
H -2.959 1.199 3.660
H -3.468 4.357 2.545
H -3.478 3.082 1.324
H -2.456 4.504 1.107
H -0.133 2.881 0.702
H 0.680 1.963 1.946
C 1.427 1.385 -6.359
C 0.540 0.517 -5.737
C 0.736 0.160 -4.411
C 1.817 0.644 -3.668
C 2.689 1.523 -4.314
C 2.503 1.889 -5.642
Si 2.036 0.058 -1.847
C 3.430 1.208 -1.212
C 3.129 2.556 -0.990
C 4.069 3.436 -0.476
C 5.342 2.982 -0.155
C 5.661 1.647 -0.354
C 4.714 0.774 -0.877
C 2.972 -1.605 -2.139
C 3.818 -1.827 -3.227
C 4.483 -3.034 -3.395
C 4.319 -4.060 -2.473
C 3.483 -3.868 -1.384
C 2.821 -2.656 -1.231
H 1.276 1.664 -7.395
H -0.306 0.125 -6.290
H 0.031 -0.515 -3.930
H 3.534 1.928 -3.767
H 3.198 2.570 -6.119
H 2.133 2.922 -1.229
H 3.812 4.476 -0.316
H 6.076 3.667 0.250
H 6.653 1.284 -0.108
H 4.980 -0.265 -1.037
H 3.960 -1.038 -3.959
H 5.135 -3.178 -4.249
H 4.839 -5.000 -2.609
H 3.347 -4.663 -0.659
H 2.161 -2.510 -0.379
```

Values from the calculation:
Frontier orbital gap = 6.880 eV
HOMO level = -6.69 eV
ΔE to the lowest compared entry with this formula, charge and spin = 4.90 kcal per mole


Density functional theory data (ωB97M-V/def2-TZVPD) for a molecular structure, C8H12S4SbSe4Tc.

Geometry as XYZ:
```
30
Properties=species:S:1:pos:R:3
Tc -0.112 -0.295 0.293
C -2.115 1.615 4.124
C -1.627 0.703 3.035
S -0.797 1.404 1.764
C -1.838 -0.675 3.058
C -2.550 -1.380 4.176
S -1.325 -1.619 1.768
H -1.864 2.649 3.900
H -1.658 1.352 5.080
H -3.198 1.541 4.235
H -2.849 -0.697 4.968
H -1.907 -2.148 4.608
H -3.443 -1.880 3.799
C 4.528 -0.174 1.363
C 3.186 -0.106 0.700
S 1.813 -0.291 1.654
C 3.032 0.148 -0.665
C 4.185 0.289 -1.612
S 1.483 0.347 -1.272
H 4.428 -0.322 2.436
H 5.093 0.743 1.189
H 5.105 -1.005 0.952
H 5.114 0.511 -1.089
H 3.994 1.079 -2.338
H 4.321 -0.638 -2.172
Se 0.494 -0.372 -4.822
Sb -1.239 -0.689 -3.269
Se -1.506 1.021 -1.305
Se -0.543 -2.179 -1.095
Se -3.345 -1.707 -3.508
```

Values from the calculation:
Frontier orbital gap (spin up / spin down) = 4.512 / 4.516 eV
HOMO level (spin up / spin down) = -7.72 / -7.72 eV
ΔE to the lowest compared entry with this formula, charge and spin = 0.00 kcal per mole


Density functional theory data (ωB97M-V/def2-TZVPD) for 4 unconnected molecules or ions with the total composition C24H37IN2O5S.

Geometry as XYZ:
```
70
Properties=species:S:1:pos:R:3
C -5.443 -0.646 -2.247
C -4.702 -1.895 -2.718
I -5.464 -2.562 -4.600
C -3.187 -1.698 -2.812
C -2.583 -1.591 -1.427
C -2.467 -2.786 -0.693
C -1.938 -2.843 0.592
S -1.755 -4.388 1.441
C -1.494 -1.639 1.133
C -1.588 -0.454 0.404
C -2.131 -0.386 -0.879
C -2.109 0.923 -1.628
N -0.738 1.088 -2.145
C -0.985 0.634 1.225
O -0.998 1.815 1.028
N -0.392 0.041 2.397
C -0.861 -1.322 2.445
O -0.758 -2.013 3.415
H -5.354 -0.568 -1.159
H -5.014 0.260 -2.681
H -6.503 -0.696 -2.488
H -4.885 -2.690 -1.993
H -2.734 -2.551 -3.318
H -2.965 -0.809 -3.402
H -2.780 -3.719 -1.151
H -3.040 -4.756 1.371
H -2.320 1.743 -0.947
H -2.852 0.929 -2.430
H -0.559 2.063 -2.362
H -0.661 0.591 -3.029
H 0.625 0.050 2.288
C 2.143 -2.463 -3.054
C 2.321 -2.437 -4.571
C 0.918 -2.074 -5.040
O 0.357 -1.252 -4.014
C 1.177 -1.307 -2.837
H 3.072 -2.339 -2.500
H 1.684 -3.405 -2.745
H 3.029 -1.656 -4.854
H 2.670 -3.380 -4.989
H 0.296 -2.968 -5.157
H 0.907 -1.522 -5.980
H 1.700 -0.352 -2.733
H 0.527 -1.433 -1.972
C 3.241 -0.014 4.232
C 3.338 -1.538 4.176
C 2.581 -1.847 2.894
O 2.781 -0.718 2.024
C 3.368 0.359 2.760
H 4.008 0.451 4.849
H 2.263 0.287 4.616
H 4.382 -1.846 4.086
H 2.907 -2.034 5.043
H 1.512 -1.932 3.076
H 2.930 -2.750 2.393
H 4.417 0.463 2.465
H 2.847 1.284 2.507
C 1.022 5.244 3.455
C 1.043 4.067 2.482
C 1.166 4.780 1.144
O 1.906 5.978 1.392
C 2.008 6.203 2.799
H 1.307 4.979 4.473
H 0.025 5.689 3.485
H 1.927 3.448 2.664
H 0.165 3.430 2.536
H 0.180 5.045 0.749
H 1.691 4.191 0.391
H 3.035 5.994 3.119
H 1.790 7.252 3.004
```

Values from the calculation:
Frontier orbital gap = 8.679 eV
HOMO level = -9.13 eV
SMILES = C[C@@H](I)Cc1cc(S)c2c(c1CN)C(=O)NC2=O.C1CCOC1.C1CCOC1.C1CCOC1


Density functional theory data (ωB97M-V/def2-TZVPD) for a molecular structure, C25H27BrF3N7O3PtS.

Geometry as XYZ:
```
68
Properties=species:S:1:pos:R:3
Pt 0.036 -0.522 0.174
O -1.915 3.828 4.425
C -1.404 2.966 3.548
C -0.160 3.123 2.932
C 0.259 2.161 2.041
N -0.475 1.083 1.736
C -1.650 0.950 2.338
Br -2.621 -0.615 1.898
C -2.174 1.842 3.240
H -1.316 4.563 4.603
H 0.473 3.972 3.153
H 1.222 2.225 1.552
H -3.135 1.689 3.709
N 0.411 -2.581 -1.161
C 0.625 -2.462 -2.602
C 2.102 -2.133 -2.875
C 2.459 -1.976 -4.358
C 2.463 -0.543 -4.892
N 3.545 0.259 -4.315
C 3.445 1.210 -3.398
N 4.540 1.867 -3.013
N 2.275 1.531 -2.854
C -0.242 -1.431 -3.315
O -0.609 -1.590 -4.432
O -0.451 -0.163 -2.752
H 1.210 -3.037 -0.730
H -0.408 -3.145 -0.956
H 0.387 -3.398 -3.115
H 2.672 -2.967 -2.458
H 2.389 -1.255 -2.285
H 1.776 -2.561 -4.978
H 3.452 -2.395 -4.530
H 1.515 -0.026 -4.743
H 2.623 -0.554 -5.970
H 4.473 0.064 -4.660
H 5.433 1.697 -3.444
H 4.511 2.539 -2.266
H 1.428 1.015 -3.044
H 2.221 2.276 -2.183
F -4.925 6.265 -2.893
C -5.460 5.053 -3.087
F -5.778 4.942 -4.379
F -6.593 4.987 -2.375
C -4.506 3.961 -2.658
C -4.551 2.721 -3.293
C -3.701 1.715 -2.895
C -2.798 1.936 -1.822
C -2.787 3.198 -1.173
C -3.622 4.198 -1.605
C -1.977 0.916 -1.379
C -0.917 0.054 -1.444
H -5.241 2.559 -4.110
H -3.714 0.756 -3.393
H -2.111 3.362 -0.344
H -3.604 5.169 -1.129
C 4.432 -2.545 4.207
C 3.246 -2.207 3.369
C 1.971 -2.706 3.667
C 0.927 -2.331 2.855
N 1.132 -1.516 1.812
C 2.387 -1.077 1.602
S 2.477 -0.014 0.218
N 3.441 -1.389 2.329
H 4.388 -3.576 4.554
H 4.443 -1.902 5.090
H 5.348 -2.374 3.650
H 1.810 -3.366 4.506
H -0.088 -2.668 3.022
```

Values from the calculation:
Multiplicity = 5
⟨S²⟩ = 6.059
Frontier orbital gap (spin up / spin down) = 7.406 / 5.409 eV
HOMO level (spin up / spin down) = -12.20 / -13.46 eV
ΔE to the lowest compared entry with this formula, charge and spin = 11.27 kcal per mole
Charge = +2


Density functional theory data (ωB97M-V/def2-TZVPD) for 2 unconnected molecules or ions with the total composition C5H10O.

Geometry as XYZ:
```
16
Properties=species:S:1:pos:R:3
C -1.036 -1.278 1.020
C -0.383 -0.007 0.559
C 0.971 0.271 0.819
C -0.747 2.359 -0.241
C -1.197 1.033 -0.125
H -0.932 -1.439 2.166
H -2.099 -1.524 0.915
H -0.520 -2.233 0.546
H 1.476 -0.382 1.412
H 1.614 0.963 0.206
H 0.030 2.731 0.477
H -1.172 3.075 -0.997
H -2.005 0.662 -0.627
H 1.926 -0.660 -2.143
H 1.785 -2.099 -2.236
O 2.290 -1.472 -1.751
```

Values from the calculation:
Multiplicity = 2
⟨S²⟩ = 0.790
Frontier orbital gap (spin up / spin down) = 9.306 / 7.061 eV
HOMO level (spin up / spin down) = -14.98 / -15.10 eV
ΔE to the lowest compared entry with this formula, charge and spin = 21.70 kcal per mole
Charge = +1


Density functional theory data (ωB97M-V/def2-TZVPD) for a molecular structure, C36H56B2F4N11ORbS.

Geometry as XYZ:
```
112
Properties=species:S:1:pos:R:3
Rb -0.126 1.666 -2.093
C 1.659 5.570 1.660
C 1.926 4.453 0.689
N 1.601 4.515 -0.539
N 0.802 5.587 -0.874
C 0.761 6.005 -2.186
N -0.437 6.495 -2.548
S 2.112 6.025 -3.165
C 2.538 3.163 1.193
C 3.028 3.045 2.487
C 3.387 1.786 2.964
C 3.257 0.686 2.142
C 2.794 0.897 0.847
N 2.452 2.102 0.391
H 0.794 5.358 2.298
H 1.476 6.494 1.115
H 2.524 5.720 2.310
H -0.009 5.775 -0.296
H -1.290 6.256 -2.045
H -0.531 6.745 -3.515
H 3.116 3.909 3.133
H 3.742 1.678 3.982
H 3.485 -0.316 2.486
H 2.672 0.063 0.155
C -0.519 3.259 3.138
C -0.776 2.498 1.841
C -2.242 2.673 1.411
C -0.464 1.033 1.983
C -0.478 0.241 3.154
C -0.277 -1.054 2.709
C -0.232 -2.305 3.551
C 0.938 -2.246 4.540
C -1.555 -2.508 4.293
N -0.148 -0.999 1.359
N -0.244 0.280 0.915
B -0.089 -2.178 0.344
N 1.134 -2.084 -0.599
N 1.243 -1.073 -1.500
C 2.376 -1.257 -2.157
C 3.035 -2.412 -1.666
C 2.211 -2.908 -0.675
C 2.489 -4.138 0.151
C 1.473 -5.266 -0.063
C 2.677 -3.826 1.641
C 2.814 -0.318 -3.248
C 3.236 -1.087 -4.498
C 3.943 0.597 -2.760
N -1.428 -2.240 -0.449
N -1.735 -1.315 -1.401
C -2.921 -1.651 -1.880
C -3.408 -2.812 -1.230
C -2.427 -3.151 -0.321
C -2.440 -4.308 0.646
C -3.720 -4.286 1.493
C -2.326 -5.641 -0.102
C -3.636 -0.857 -2.943
C -2.720 0.120 -3.676
C -4.822 -0.105 -2.318
H -0.724 4.324 2.992
H -1.191 2.901 3.929
H 0.512 3.133 3.484
H -0.138 2.906 1.049
H -2.906 2.270 2.186
H -2.488 3.727 1.247
H -2.441 2.134 0.481
H -0.622 0.560 4.181
H -0.082 -3.164 2.897
H 0.816 -1.396 5.222
H 0.999 -3.165 5.135
H 1.884 -2.113 4.008
H -1.740 -1.679 4.983
H -2.387 -2.547 3.585
H -1.543 -3.443 4.866
H 0.023 -3.196 0.967
H 3.978 -2.837 -1.988
H 3.446 -4.497 -0.223
H 0.479 -4.974 0.289
H 1.395 -5.510 -1.127
H 1.783 -6.168 0.478
H 1.758 -3.422 2.075
H 2.956 -4.732 2.193
H 3.470 -3.083 1.776
H 1.966 0.304 -3.526
H 4.139 -1.681 -4.309
H 2.438 -1.765 -4.820
H 3.435 -0.393 -5.320
H 4.807 0.002 -2.443
H 4.258 1.273 -3.560
H 3.616 1.209 -1.914
H -4.349 -3.321 -1.404
H -1.587 -4.215 1.318
H -4.595 -4.487 0.865
H -3.679 -5.048 2.281
H -3.862 -3.307 1.959
H -3.197 -5.779 -0.752
H -1.432 -5.661 -0.731
H -2.279 -6.484 0.599
H -4.035 -1.574 -3.661
H -2.441 0.928 -3.002
H -1.804 -0.362 -4.019
H -3.229 0.558 -4.535
H -4.455 0.630 -1.595
H -5.396 0.427 -3.085
H -5.494 -0.792 -1.796
F -3.762 5.509 -0.282
B -2.587 5.406 -1.053
F -2.579 6.363 -2.118
F -1.412 5.671 -0.220
F -2.438 4.101 -1.601
O 1.050 1.170 -7.224
C 0.670 1.373 -6.070
N 0.303 1.569 -4.944
```

Values from the calculation:
Frontier orbital gap = 6.556 eV
HOMO level = -2.82 eV
ΔE to the lowest compared entry with this formula, charge and spin = 51.89 kcal per mole
Charge = -2


In order of appearance, max |F| = 1.408, 0.564, 1.135, 0.393, 4.600, 4.245 eV/Å.
In order of appearance, calculated total energy = -2928.9404, -11831.5960, -2118.2807, -4968.4113, -271.3505, -2954.8533 a.u..